Formula: C15H45NO12
Source: the OMol25 dataset
Level of theory: the ωB97M-V functional and the def2-TZVPD basis

Geometry as XYZ:
```
73
Properties=species:S:1:pos:R:3:forces:R:3
C -1.64617 7.78802 0.40105 -0.43 -0.71 0.77
O -1.06644 6.47786 0.64888 0.89 0.94 -1.24
C 0.00418 6.13196 -0.25035 1.10 0.39 0.08
C 1.48754 6.25899 0.28974 0.33 2.55 -0.44
C 1.95602 7.66060 0.96585 -1.19 -1.63 0.83
N 2.39901 5.91348 -0.81777 -0.26 -1.04 0.18
H -2.48219 7.81252 1.10003 0.03 0.18 0.01
H -2.07427 7.95689 -0.58703 0.18 -0.62 -0.36
H -1.02148 8.65957 0.59665 0.56 -0.31 0.23
H -0.00460 5.07493 -0.51625 -0.67 -0.13 0.22
H -0.06964 6.65274 -1.20505 -0.23 0.39 -0.02
H 1.48233 5.49355 1.06573 0.70 0.03 0.07
H 2.12645 8.55971 0.37369 -0.28 -0.40 -0.53
H 2.84287 7.51043 1.58151 0.40 -0.33 -0.40
H 1.23395 7.87965 1.75245 -0.41 0.35 -0.10
H 3.37548 5.83557 -0.57170 -0.16 -0.03 0.42
H 2.37607 6.46042 -1.66655 -0.57 0.36 0.29
O -3.39336 2.36371 7.83140 -0.01 0.18 0.11
C -3.09541 2.23286 6.45557 0.41 0.51 -0.35
C -2.14801 3.28674 5.90488 1.20 0.09 -0.78
O -2.81947 4.51206 5.66678 -0.32 0.56 0.34
H -4.05948 3.04758 7.93244 0.03 0.13 0.05
H -2.68870 1.22664 6.35462 -0.09 0.06 -0.35
H -3.97615 2.42242 5.84200 -0.36 -0.71 0.00
H -1.71511 3.09176 4.92372 -0.26 -1.38 -0.16
H -1.21589 3.43281 6.45070 -0.30 0.15 0.95
H -2.68804 4.67049 4.72911 -0.30 0.41 0.16
O -4.88205 2.85075 -3.99806 0.33 -0.44 -1.42
C -4.41222 2.58229 -5.36382 -0.51 0.59 1.50
C -5.52162 2.06761 -6.29570 2.03 0.50 -0.48
O -6.71286 2.78687 -6.12687 -0.77 -0.56 0.65
H -5.61432 3.45203 -4.15250 -0.36 0.01 0.36
H -4.05893 3.53729 -5.75273 0.33 0.06 -0.16
H -3.57466 1.89865 -5.22520 -0.10 -0.04 -0.39
H -5.52740 0.97920 -6.23719 -1.28 0.09 0.39
H -5.17022 2.27806 -7.30581 0.28 -0.22 -0.28
H -6.58408 3.67973 -6.45521 0.06 0.00 -0.17
O 7.56933 -5.86814 -0.94380 -1.40 0.00 -0.45
C 8.55419 -5.12291 -0.32776 0.83 0.05 1.79
C 7.99782 -4.51887 1.00082 0.80 0.86 0.67
O 7.29889 -3.29221 0.86123 -0.06 0.56 -1.18
H 6.90229 -5.77750 -0.25938 -0.94 -0.75 -0.73
H 9.32166 -5.84582 -0.05121 0.47 0.13 0.43
H 9.05551 -4.43187 -1.00543 -0.42 0.50 0.12
H 8.79871 -4.37802 1.72665 0.54 0.04 -0.21
H 7.30480 -5.14084 1.56736 -0.01 -1.13 -0.55
H 7.18100 -2.84221 1.70100 0.16 -0.27 0.09
O 2.47503 -7.58161 0.32872 1.42 0.68 0.02
C 2.11471 -8.90167 0.04736 -1.22 0.04 0.73
C 1.46443 -9.49152 1.30414 -1.12 0.75 -1.30
O 0.24966 -8.71435 1.56132 0.95 -0.17 -0.34
H 1.69490 -7.09836 0.61063 -0.21 -0.13 0.02
H 1.45746 -8.83274 -0.81946 -0.33 -0.77 -0.03
H 2.94886 -9.56632 -0.17744 0.44 0.57 -0.13
H 2.20794 -9.33434 2.08554 -0.25 -0.44 0.33
H 1.21784 -10.52133 1.04570 0.03 -0.23 0.64
H -0.39521 -9.16825 2.10878 0.32 -0.28 0.07
O 1.11518 -1.77523 0.48300 0.89 -1.80 -1.06
C 0.31476 -0.96965 1.22956 -2.01 2.17 0.88
C -1.08711 -0.88522 0.57179 -0.56 -0.08 -1.05
O -1.89827 0.30047 0.79649 1.04 -0.64 0.20
H 2.04256 -1.61522 0.67262 -0.08 -0.02 0.08
H 0.08958 -1.29223 2.24609 0.61 -0.39 0.33
H 0.78472 0.01195 1.29037 -0.42 0.43 0.11
H -1.70599 -1.74460 0.82978 0.13 -0.11 0.60
H -0.97167 -1.04025 -0.50094 0.39 0.30 -0.20
H -2.10159 0.64932 -0.07447 0.01 0.14 0.10
C -3.75899 -4.69782 -4.56698 -0.41 0.96 3.57
O -4.28717 -5.18480 -5.72752 0.30 -0.81 -1.04
H -2.69164 -4.50564 -4.45777 0.20 0.22 -0.83
H -4.33000 -3.86908 -4.14836 0.16 0.71 -0.76
H -3.97500 -5.38072 -3.74534 0.20 -0.65 0.22
H -4.02064 -6.09852 -5.60232 -0.44 -0.43 -1.15
```
Forces are in eV/Å.

Calculated values
E_HOMO	-9.07	eV
SMILES	COC[C@H](C)N.OCCO.OCCO.OCCO.OCCO.OCCO.CO
molecular weight	431.52	Da
frontier orbital gap	9.50	eV



Formula: C15H46AgN10O11
Source: the OMol25 dataset
Level of theory: the ωB97M-V functional and the def2-TZVPD basis

Geometry as XYZ:
```
83
Properties=species:S:1:pos:R:3:forces:R:3
Ag -7.02993 10.55572 8.21659 0.14 -0.43 -0.47
C -1.76202 10.88450 9.55848 -1.20 0.51 -1.18
C -2.79786 11.24546 10.70609 -0.11 -0.28 -1.17
C -2.89512 12.76157 10.90953 0.47 -0.44 1.35
O -3.97567 10.55846 10.54593 0.75 0.36 -0.15
H -1.82937 9.84770 9.22895 0.14 -0.11 0.57
H -0.73427 11.19883 9.74024 -0.19 -0.13 0.46
H -2.09740 11.43924 8.68219 0.09 0.18 -0.17
H -2.22264 10.73817 11.48060 -0.39 0.04 1.06
H -3.51791 13.07683 11.74669 -0.40 -0.55 0.08
H -3.20795 13.40750 10.08915 0.48 -0.45 -0.38
H -1.90172 12.95730 11.31317 0.27 0.87 -0.56
C -6.48664 9.50911 2.22225 -0.51 -0.32 0.58
C -5.75472 8.59705 3.24391 -0.23 1.34 0.76
C -4.25153 8.75251 3.16562 0.89 -0.18 -0.83
O -6.26056 8.72234 4.52959 0.29 -0.36 -0.57
H -7.50516 9.44916 2.60582 -0.28 0.14 -0.38
H -6.43995 9.05273 1.23351 0.01 0.19 -0.21
H -6.23079 10.56728 2.16817 0.41 -0.02 0.18
H -5.97322 7.63098 2.78888 -0.22 -0.98 0.31
H -3.67359 7.87555 3.45722 -0.20 -0.05 1.02
H -3.90508 9.66510 3.65065 0.01 -0.11 0.23
H -3.90197 8.78648 2.13375 -0.28 0.50 -0.52
C 0.56074 4.77183 0.01484 -1.32 0.60 1.53
C -0.34839 4.23222 -1.06760 0.26 -1.90 -1.96
O -1.48233 3.40366 -0.63194 1.21 1.15 0.96
O 0.77343 3.87610 1.09441 -0.22 -0.49 -0.53
H 0.00346 5.58892 0.47301 0.40 0.83 -0.18
H 1.56007 5.06590 -0.30606 -0.40 0.17 -0.54
H 0.30789 3.60589 -1.67184 -0.05 -0.55 -0.15
H -0.67964 4.96849 -1.79990 -0.14 0.57 0.51
H -2.05945 3.17288 -1.36357 0.29 0.25 -0.21
H -0.13365 3.62780 1.28713 -0.01 -0.63 0.60
C -6.89518 5.10320 -2.06185 -0.16 3.66 1.93
C -6.70957 5.52787 -3.51611 -0.69 -0.21 1.86
O -5.68613 4.69592 -3.94203 0.69 -0.83 -1.63
O -7.24002 3.84396 -1.67139 -1.22 -2.45 -1.33
H -7.62520 5.76568 -1.59679 -0.23 0.24 0.03
H -5.99012 5.24240 -1.47061 0.67 1.06 -0.65
H -6.45164 6.58636 -3.54998 0.31 -0.11 0.05
H -7.60617 5.39993 -4.12262 -0.23 -0.04 -0.01
H -6.20439 3.93856 -4.22384 0.76 -0.50 -0.52
H -6.84436 3.29168 -2.34964 0.09 -0.84 0.31
C -13.34120 8.99924 2.16639 0.75 2.44 2.94
O -13.14676 9.64864 3.20515 0.72 -0.85 -0.58
N -12.48406 8.51539 1.32713 5.76 -2.49 -2.82
N -14.53313 8.87051 1.70262 -5.03 -0.10 -0.74
H -12.62111 8.01650 0.45970 -1.32 0.35 0.25
H -11.50258 8.34499 1.49373 -0.14 0.74 1.10
H -15.19210 9.39521 2.25990 -0.48 -0.47 -0.50
H -14.76922 8.27455 0.92211 -0.24 0.38 0.39
C -10.61822 3.16895 2.82410 -4.45 -0.51 5.15
O -11.17711 3.18651 3.95317 0.11 -0.09 -1.70
N -11.15936 2.69822 1.72778 -2.35 -1.89 -2.77
N -9.48778 3.68998 2.64207 5.95 2.21 -1.25
H -10.62774 2.50466 0.89111 -0.22 0.19 0.22
H -12.12157 2.39169 1.74431 0.40 -0.14 0.17
H -9.03355 4.25365 3.34639 0.01 -0.48 -0.17
H -9.04194 3.43816 1.77149 0.59 0.77 0.35
C -2.81004 2.51403 4.76708 2.38 -5.59 -0.79
O -2.40750 1.30433 4.70751 -1.07 2.76 -0.72
N -3.09481 3.05274 5.90022 -1.09 1.66 4.04
N -2.92186 3.39720 3.80156 -0.06 1.23 -3.03
H -3.19167 4.05800 5.88708 -0.06 -0.34 1.00
H -2.95918 2.50461 6.73765 -0.07 0.43 -0.16
H -3.33380 4.28935 4.03496 0.12 -0.20 -0.68
H -2.70720 3.15896 2.84382 -0.19 0.09 0.30
C -2.65308 14.19584 1.48384 -1.52 -1.13 -3.06
O -3.73387 14.42582 0.99764 -1.61 1.08 -0.41
N -2.44750 14.09020 2.75558 0.81 0.32 3.30
N -1.64656 13.78392 0.69832 1.78 -0.14 -0.38
H -3.25235 14.33112 3.31617 0.62 -0.26 0.41
H -1.53972 13.76193 3.05268 -0.66 0.15 0.75
H -1.79344 13.88520 -0.29580 0.38 0.08 0.31
H -0.73894 13.82655 1.13937 0.20 -0.10 -0.94
C -10.25296 6.47306 8.83756 4.45 2.50 4.89
O -9.27636 7.15719 9.13176 0.70 0.38 0.12
N -10.79549 6.42997 7.72616 -3.06 -0.07 -8.78
N -10.94201 5.76501 9.69276 -2.35 -2.41 3.19
H -10.49023 7.01814 6.96395 0.22 -0.23 0.20
H -11.32300 5.60958 7.46389 0.00 0.30 -0.15
H -10.76932 5.80405 10.68712 0.18 0.14 -0.36
H -11.90901 5.75706 9.40132 -0.04 -0.46 0.83
```
Forces are in eV/Å.

Calculated values
E_HOMO (alpha / beta)	-6.12 / -6.19	eV
2S+1	2
molecular weight	650.46	Da
frontier orbital gap (alpha / beta)	3.35 / 3.38	eV
expectation value of S²	0.758



Formula: C15H46ClN22O11
Source: the OMol25 dataset
Level of theory: the ωB97M-V functional and the def2-TZVPD basis

Geometry as XYZ:
```
95
Properties=species:S:1:pos:R:3:forces:R:3
O -3.18455 4.35360 1.14935 -1.73 -5.65 -1.39
C -3.55072 3.17944 0.84044 1.80 4.53 1.14
Cl -5.33344 2.85768 0.62726 1.95 0.11 0.18
C -2.43175 2.01507 0.60179 -0.60 1.46 -1.13
C -1.21072 2.76484 -0.15129 0.23 -0.42 1.04
N -0.04403 3.01231 0.65484 -1.46 1.52 -6.23
C 0.89654 3.73566 -0.21563 -3.08 -0.19 -3.23
C 0.20365 3.86601 -1.59202 0.81 -0.78 4.00
N -1.13155 3.24914 -1.49926 3.55 -0.12 4.85
H -2.91630 1.19452 -0.03053 0.96 0.93 1.01
H -2.07807 1.66987 1.63615 -0.58 0.33 -1.66
H 0.05390 2.72013 1.63561 0.04 0.34 -0.82
H 1.92931 4.12740 0.09279 -1.57 -0.97 -0.31
H 0.61913 4.34888 -2.53952 -0.88 -0.88 1.68
H -1.85955 3.18440 -2.23228 0.70 -0.04 0.85
C 4.87155 3.34829 0.92292 0.37 0.12 1.20
O 3.65697 3.48746 0.77801 -0.57 0.00 -0.38
N 5.45282 3.22347 2.13088 -0.92 0.69 -0.97
N 5.73097 3.30878 -0.12498 0.08 0.22 -1.03
H 6.44604 3.10821 2.27011 -0.43 -0.13 0.09
H 4.84771 3.24795 2.93532 0.26 0.00 -0.09
H 5.33519 3.39846 -1.04693 0.11 -0.18 0.18
H 6.72490 3.19595 -0.02962 -0.08 -0.08 0.08
C -5.51813 -0.41909 -2.42170 -0.46 -1.22 -0.08
O -5.56952 -0.77085 -3.59132 0.27 0.32 -0.04
N -5.81404 -1.24590 -1.39419 -0.03 -0.14 0.11
N -5.15668 0.84044 -2.05323 0.78 1.25 -0.07
H -5.77633 -0.97337 -0.42565 -0.03 0.01 0.05
H -6.08850 -2.19234 -1.62785 0.13 -0.12 -0.01
H -4.92869 1.48685 -2.79166 -0.22 -0.14 0.10
H -5.10766 1.15131 -1.10068 -0.29 -0.17 -0.11
C 7.33607 1.11569 4.11211 0.67 0.08 0.47
O 7.13324 2.13367 3.45726 0.75 -0.56 0.67
N 6.45994 0.08247 4.14434 -0.76 -0.34 -0.39
N 8.44717 0.93597 4.85629 0.14 0.29 -0.01
H 6.60646 -0.75870 4.67360 0.03 0.11 0.04
H 5.61688 0.17786 3.60104 0.17 -0.07 0.12
H 9.12401 1.68259 4.85865 -0.07 -0.19 0.03
H 8.63195 0.10800 5.39943 0.28 -0.05 -0.04
C -4.85253 -4.76281 -2.42264 -0.17 -0.33 0.11
O -5.84231 -4.14369 -2.05701 -0.14 0.11 0.10
N -3.67327 -4.15288 -2.70301 0.60 0.83 -0.15
N -4.84641 -6.10550 -2.58036 -0.31 0.56 0.03
H -2.84913 -4.64077 -3.00463 -0.11 -0.02 0.04
H -3.63821 -3.15083 -2.59797 -0.04 -0.17 -0.08
H -5.70297 -6.59504 -2.38289 0.32 -0.07 -0.12
H -4.04460 -6.62962 -2.87971 -0.19 -0.12 0.09
C 10.20656 -2.34698 4.61628 0.17 0.02 0.18
O 10.26247 -1.45493 5.45185 -0.22 0.05 0.05
N 10.89114 -3.50746 4.74149 0.42 -0.39 0.37
N 9.45454 -2.25040 3.49223 -0.63 0.35 -0.46
H 10.85934 -4.25125 4.06791 0.01 0.09 0.05
H 11.46228 -3.61708 5.56446 -0.10 0.00 -0.18
H 8.92996 -1.39971 3.36184 0.17 -0.13 -0.08
H 9.39572 -2.97064 2.79513 0.04 0.06 0.07
C -4.85297 -5.28839 -7.13705 -0.07 -0.16 -0.53
O -4.91079 -5.63946 -8.30571 0.03 0.04 0.11
N -5.14225 -6.12088 -6.10780 -0.14 -0.67 0.42
N -4.49464 -4.03453 -6.76637 0.36 0.78 -0.03
H -5.10021 -5.85096 -5.14081 -0.08 -0.04 -0.01
H -5.41349 -7.06211 -6.34123 0.07 0.22 0.06
H -4.27199 -3.38452 -7.50272 -0.09 -0.14 0.16
H -4.44187 -3.72649 -5.81136 -0.11 -0.01 -0.05
C 7.04420 6.80722 -2.43428 0.46 0.66 -0.05
O 7.68542 7.79296 -2.75577 -0.15 -0.22 0.02
N 7.00784 6.34061 -1.16150 0.15 -0.16 0.82
N 6.31056 6.09022 -3.32260 -0.43 -0.31 -0.80
H 6.48594 5.53061 -0.87633 0.01 0.13 0.03
H 7.54054 6.84683 -0.47215 -0.12 -0.08 -0.15
H 6.31229 6.40552 -4.27953 0.01 -0.07 0.20
H 5.77622 5.27667 -3.07890 0.07 0.11 -0.02
C -0.63448 7.75373 2.85173 0.41 0.68 -0.13
O 0.01229 8.73718 2.53285 -0.12 -0.24 0.04
N -0.67920 7.28862 4.12483 0.19 -0.16 0.83
N -1.36581 7.03860 1.96071 -0.31 -0.47 -0.78
H -1.20521 6.48189 4.40757 0.01 0.13 -0.03
H -0.14849 7.79353 4.81670 -0.13 -0.09 -0.13
H -1.35820 7.35326 1.00384 -0.05 -0.02 0.22
H -1.90491 6.22643 2.20232 -0.03 0.13 -0.05
C -5.53582 -0.49525 2.89027 -0.16 -0.39 -0.13
O -5.58157 -0.83391 1.71535 0.15 0.19 -0.09
N -5.83839 -1.33600 3.90544 -0.13 -0.58 0.14
N -5.17701 0.75450 3.27373 0.49 0.78 -0.01
H -5.80692 -1.07679 4.87494 -0.03 0.00 -0.10
H -6.11001 -2.27477 3.65869 0.02 0.18 0.07
H -4.94632 1.40458 2.54146 -0.25 -0.12 0.25
H -5.13128 1.05729 4.23025 -0.08 -0.06 -0.07
C -5.78786 -9.55051 -2.56202 0.01 -0.12 -0.11
O -5.15169 -8.55260 -2.87881 -0.08 -0.59 -0.06
N -5.82603 -10.01908 -1.29244 0.22 0.10 0.72
N -6.50734 -10.27080 -3.45336 -0.20 -0.05 -0.65
H -6.34080 -10.83429 -1.01236 0.04 0.08 -0.06
H -5.30234 -9.50940 -0.59892 -0.11 -0.14 -0.12
H -6.50394 -9.95368 -4.40969 -0.03 -0.11 0.18
H -7.03500 -11.09079 -3.21397 0.05 0.08 -0.01
```
Forces are in eV/Å.

Calculated values
E_HOMO	-10.59	eV
molecular weight	746.13	Da
frontier orbital gap	6.78	eV
total charge	+1